# 1
Formula: C20H26N2O2
Source: the OMol25 dataset
Level of theory: ωB97M-V/def2-TZVPD

The geometry in XYZ format:
```
50
Properties=species:S:1:pos:R:3:forces:R:3
C -3.454 -2.099 -1.992 -0.636 1.387 -2.033
C -3.273 -1.466 -0.713 -5.959 0.569 0.343
O -4.269 -1.021 -0.138 0.160 -0.131 -0.091
C -2.028 -1.313 -0.204 0.300 -2.416 -7.860
C -1.739 -0.954 0.929 -4.056 5.855 15.312
N -0.467 -0.860 1.265 0.852 -0.867 -0.986
C 0.067 -1.407 0.228 5.790 -1.853 -10.357
C -0.875 -1.570 -0.933 3.489 0.155 5.710
H -0.777 -2.003 -1.875 0.528 -0.605 -1.123
C 1.621 -1.555 -0.152 -6.541 3.460 -1.974
C 2.089 -1.014 -1.364 5.784 -4.192 4.196
C 3.385 -1.346 -1.722 4.589 -2.049 1.431
C 4.312 -2.163 -0.739 -8.062 4.233 2.622
C 3.752 -2.229 0.632 3.104 -3.943 -2.830
C 2.378 -2.106 0.708 2.008 -2.986 9.237
H 1.887 -2.435 1.902 1.336 0.911 -3.895
H 4.379 -2.927 1.417 -1.667 2.358 -1.753
H 5.302 -2.206 -0.727 4.156 -0.487 -1.165
H 4.017 -1.090 -2.647 -1.903 -0.138 1.095
H 1.494 -0.756 -2.045 -4.870 2.890 -5.121
C 0.265 -0.163 2.209 -3.966 2.965 7.412
H 1.260 -0.224 2.288 3.802 -0.908 -1.355
H 0.025 -0.528 3.299 0.015 -0.330 -1.839
C 0.009 1.404 2.596 -7.013 -2.021 -10.533
C 0.586 2.296 0.965 4.046 -1.370 12.940
O 1.676 2.827 1.254 -2.857 -0.396 -3.163
N -0.165 1.781 0.108 10.807 4.532 -4.809
H -0.987 1.590 0.162 -12.103 -3.521 2.739
C -0.065 2.588 -1.072 6.810 1.278 -1.820
C -0.301 4.070 -0.971 -1.245 2.452 -2.577
H -0.192 4.731 -2.042 0.143 -2.426 2.620
H -1.399 4.205 -0.846 0.666 0.314 0.761
H 0.349 4.608 -0.284 -0.363 -0.149 0.336
C 1.440 2.340 -1.671 -0.967 6.637 -0.741
H 1.706 1.351 -1.676 0.719 -2.147 -0.585
H 1.622 3.099 -2.603 -1.115 -2.792 1.017
H 2.158 2.981 -1.132 -0.210 -1.034 0.971
C -0.935 1.958 -1.900 0.172 -1.472 -10.763
H -0.727 0.919 -2.210 0.358 0.277 0.670
H -0.941 2.501 -3.061 0.062 -1.266 3.142
H -1.889 1.979 -1.692 -5.288 0.295 1.699
H -1.123 1.643 2.810 2.149 -0.591 -0.434
H 0.528 1.669 3.322 5.101 2.288 6.378
C -2.755 -0.504 2.180 4.432 4.450 -7.249
H -2.384 -0.458 3.070 3.031 -0.950 5.385
H -2.835 0.622 2.042 -1.124 -1.274 -0.420
H -3.538 -1.053 2.097 -5.448 -2.806 -0.443
H -4.414 -2.350 -2.332 -1.995 0.342 0.455
H -3.005 -2.986 -2.159 2.452 -2.842 -0.150
H -3.115 -1.414 -2.756 0.529 0.314 -0.401
```
Forces are in eV/Å.

Gap between HOMO and LUMO   8.54 eV
ΔE to the lowest compared entry with this formula, charge and spin   16.959 eV

---

# 2
Formula: C20H26N2O4S
Source: the OMol25 dataset
Level of theory: ωB97M-V/def2-TZVPD

The geometry in XYZ format:
```
53
Properties=species:S:1:pos:R:3:forces:R:3
C -1.069 -3.683 -2.138 -0.112 -0.102 -0.001
C -1.224 -2.460 -1.311 0.185 0.205 0.049
N -2.334 -2.165 -0.664 -0.241 -0.698 -0.474
N -2.141 -1.015 -0.010 1.114 0.320 0.034
C -3.274 -0.407 0.689 -0.637 0.264 0.207
C -4.119 -1.543 1.266 0.088 0.073 -0.124
C -2.790 0.501 1.819 0.049 -0.068 -0.152
C -4.077 0.389 -0.344 0.107 -0.052 0.077
C -0.895 -0.556 -0.240 -0.072 -0.018 -0.175
O -0.350 0.570 0.301 -0.113 -0.552 0.277
C -0.465 1.724 -0.423 -0.311 0.598 -0.239
O -1.158 1.801 -1.394 0.099 -0.195 0.095
C 0.287 2.853 0.241 -0.006 -0.072 0.002
C 1.726 2.461 0.615 0.097 -0.128 -0.053
C 2.538 2.921 -0.590 0.047 0.127 0.087
C 1.917 4.277 -0.915 0.075 -0.022 -0.013
C 0.414 4.058 -0.712 -0.093 0.110 -0.076
C -0.263 -1.458 -1.076 0.620 0.451 0.045
S 1.398 -1.252 -1.642 -0.236 -0.244 0.086
O 1.615 0.137 -1.951 -0.017 0.035 0.281
O 1.669 -2.221 -2.670 -0.120 -0.116 0.208
C 2.379 -1.666 -0.197 -0.355 0.177 -0.389
C 2.078 -2.818 0.503 0.017 -0.157 0.067
C 2.832 -3.149 1.616 -0.070 -0.033 -0.068
C 3.874 -2.324 2.014 0.046 0.028 0.027
C 4.169 -1.173 1.302 0.009 -0.038 -0.020
C 3.417 -0.841 0.186 0.018 0.156 -0.116
H -1.903 -3.771 -2.830 -0.027 -0.038 -0.074
H -1.068 -4.569 -1.504 0.028 -0.083 -0.001
H -0.135 -3.627 -2.689 -0.058 -0.119 -0.053
H -3.560 -2.082 2.027 0.047 -0.089 0.104
H -4.388 -2.240 0.478 -0.084 -0.042 0.045
H -5.022 -1.138 1.712 -0.062 0.120 0.063
H -3.628 0.728 2.474 -0.090 0.001 0.003
H -2.016 0.011 2.406 0.050 -0.014 0.090
H -2.400 1.440 1.437 0.028 0.094 0.038
H -4.901 0.906 0.140 -0.125 0.036 0.072
H -4.474 -0.284 -1.099 -0.066 -0.062 -0.077
H -3.441 1.122 -0.837 0.016 0.046 -0.010
H -0.288 3.100 1.140 -0.035 -0.078 -0.051
H 2.033 3.010 1.508 -0.004 -0.015 0.022
H 1.821 1.395 0.811 0.035 0.030 0.119
H 3.604 2.990 -0.376 0.068 -0.061 -0.046
H 2.379 2.226 -1.415 0.088 0.016 -0.017
H 2.148 4.610 -1.924 0.027 0.091 -0.019
H 2.287 5.028 -0.213 0.044 0.036 -0.018
H -0.073 4.944 -0.307 -0.060 -0.016 -0.040
H -0.069 3.810 -1.657 -0.036 0.088 0.057
H 1.265 -3.445 0.169 -0.106 -0.127 0.042
H 2.610 -4.047 2.172 -0.029 -0.068 0.034
H 4.460 -2.583 2.883 0.041 -0.014 0.073
H 4.983 -0.536 1.612 0.061 0.058 0.014
H 3.619 0.044 -0.396 0.060 0.161 -0.013
```
Forces are in eV/Å.

Gap between HOMO and LUMO   10.10 eV
ΔE to the lowest compared entry with this formula, charge and spin   2.683 eV

---

# 3
Formula: C20H26N2O5
Source: the OMol25 dataset
Level of theory: ωB97M-V/def2-TZVPD

The geometry in XYZ format:
```
53
Properties=species:S:1:pos:R:3:forces:R:3
C -3.715 -4.384 0.224 0.068 -0.190 0.071
O -4.067 -3.085 -0.179 -0.003 0.415 -0.041
C -3.303 -2.045 0.256 -0.093 0.004 -0.092
C -2.186 -2.155 1.066 -0.232 -0.212 -0.151
C -1.480 -1.026 1.459 0.004 0.263 -0.001
C -1.877 0.229 1.040 0.084 -0.187 0.287
C -1.072 1.455 1.436 0.251 -0.301 -0.174
N -1.897 2.631 1.620 0.114 -0.096 0.280
C -2.247 3.465 0.619 0.060 0.214 0.016
O -3.143 4.279 0.679 -0.333 0.207 -0.030
N -1.447 3.372 -0.516 -0.072 0.103 -0.249
C -0.279 2.647 -0.586 0.368 -0.438 0.350
C 0.612 2.984 -1.736 0.015 0.044 -0.152
C -0.027 1.724 0.368 -0.240 0.314 0.148
C 1.180 0.902 0.495 -0.005 0.093 0.059
O 1.415 0.240 1.483 -0.004 0.019 -0.075
O 1.980 0.959 -0.580 -0.143 0.073 -0.076
C 3.189 0.184 -0.617 0.321 -0.362 0.328
C 2.921 -1.319 -0.545 -0.041 0.130 -0.217
C 4.229 -2.081 -0.732 -0.072 -0.020 0.219
C 5.244 -1.668 0.330 0.139 0.057 -0.288
C 5.494 -0.164 0.272 -0.104 -0.074 0.192
C 4.188 0.602 0.461 -0.035 0.128 -0.209
C -2.996 0.350 0.219 -0.187 -0.058 -0.099
C -3.716 -0.763 -0.173 -0.068 -0.120 -0.083
O -4.825 -0.735 -0.963 0.247 -0.319 0.213
C -5.292 0.512 -1.413 -0.069 0.222 -0.065
H -4.453 -5.043 -0.231 0.075 0.003 0.053
H -2.716 -4.660 -0.131 -0.031 0.017 0.027
H -3.755 -4.494 1.313 0.018 0.009 -0.040
H -1.852 -3.121 1.407 -0.020 -0.130 0.010
H -0.607 -1.131 2.083 0.091 -0.007 0.089
H -0.553 1.244 2.378 -0.110 0.066 -0.208
H -2.507 2.638 2.423 -0.053 0.126 -0.142
H -1.635 4.070 -1.221 -0.022 -0.079 0.201
H 0.677 2.138 -2.418 0.025 0.017 -0.058
H 0.233 3.849 -2.277 -0.027 0.056 -0.031
H 1.619 3.193 -1.388 -0.009 0.038 -0.052
H 3.598 0.432 -1.605 -0.023 -0.062 0.145
H 2.199 -1.595 -1.316 -0.042 -0.006 0.014
H 2.490 -1.556 0.428 -0.014 -0.010 -0.048
H 4.037 -3.154 -0.668 0.010 -0.013 -0.097
H 4.636 -1.872 -1.725 0.052 -0.059 -0.076
H 6.181 -2.208 0.179 0.004 -0.042 0.078
H 4.859 -1.931 1.317 0.012 -0.053 0.085
H 6.202 0.126 1.050 0.054 0.053 -0.063
H 5.933 0.095 -0.695 0.101 0.015 -0.036
H 4.363 1.678 0.398 -0.025 0.026 0.031
H 3.766 0.379 1.441 0.018 0.046 -0.022
H -3.308 1.330 -0.104 -0.125 0.048 -0.062
H -6.181 0.296 -2.003 0.056 0.065 0.028
H -5.561 1.171 -0.581 0.031 -0.022 -0.028
H -4.553 1.015 -2.047 -0.016 -0.010 0.040
```
Forces are in eV/Å.

Gap between HOMO and LUMO   8.54 eV
ΔE to the lowest compared entry with this formula, charge and spin   1.143 eV

---

# 4
Formula: C20H26N4O5S2
Source: the OMol25 dataset
Level of theory: ωB97M-V/def2-TZVPD

The geometry in XYZ format:
```
57
Properties=species:S:1:pos:R:3:forces:R:3
C -3.512 -7.930 2.051 0.175 0.456 -0.005
C -3.359 -6.465 2.430 -0.479 -0.478 0.321
O -2.367 -5.919 1.572 0.122 0.116 -0.147
C -1.941 -4.643 1.666 0.219 0.254 -0.059
C -0.890 -4.333 0.800 -0.189 -0.108 0.113
C -0.325 -3.079 0.740 -0.108 0.239 0.181
C -0.812 -2.075 1.572 -0.298 -0.511 0.140
C -0.291 -0.701 1.624 0.191 0.004 -0.267
O -0.568 0.092 2.507 -0.170 -0.174 0.106
N 0.544 -0.319 0.599 -0.186 -0.495 -0.006
C 1.092 0.929 0.564 0.081 1.006 0.516
N 1.884 1.337 -0.369 -0.480 -1.733 -0.292
N 2.299 2.589 -0.193 0.410 1.216 0.309
C 1.823 3.147 0.875 -0.261 -0.506 0.157
S 2.175 4.755 1.395 0.154 0.524 0.113
C 3.465 5.253 0.203 -0.268 -0.042 0.153
C 2.882 5.797 -1.099 0.063 -0.387 0.298
O 2.843 6.986 -1.338 0.076 0.500 -0.004
N 2.414 4.840 -1.914 -0.056 -0.329 -0.370
C 1.909 5.123 -3.233 0.359 0.008 -0.234
C 2.921 4.682 -4.310 -0.269 0.549 0.025
C 2.334 4.796 -5.720 0.193 -0.098 0.206
C 1.615 3.453 -5.888 0.029 -0.041 0.079
C 2.327 2.532 -4.877 -0.199 -0.352 -0.129
O 3.267 3.320 -4.169 0.187 -0.007 0.146
S 0.756 2.109 1.814 0.654 0.349 -0.748
C -1.856 -2.374 2.450 0.083 0.096 -0.096
C -2.437 -3.628 2.518 -0.011 -0.139 -0.033
O -3.480 -3.936 3.343 0.236 -0.144 -0.321
C -3.915 -3.005 4.318 -0.049 0.211 0.381
C -2.960 -2.893 5.501 -0.125 -0.107 -0.379
H -2.567 -8.450 2.180 0.069 -0.099 0.023
H -4.265 -8.395 2.681 -0.084 -0.065 0.063
H -3.815 -8.016 1.011 -0.058 -0.055 -0.097
H -4.307 -5.934 2.298 0.180 -0.059 0.053
H -3.046 -6.372 3.475 -0.059 0.041 -0.154
H -0.528 -5.131 0.170 0.033 -0.098 -0.058
H 0.502 -2.915 0.067 0.088 -0.009 -0.072
H 0.772 -0.938 -0.164 -0.057 0.083 0.074
H 4.017 6.047 0.704 -0.028 -0.062 -0.086
H 4.098 4.385 0.029 0.084 0.030 0.008
H 2.542 3.864 -1.658 0.041 0.213 0.117
H 0.962 4.596 -3.373 -0.048 0.064 -0.057
H 1.746 6.201 -3.302 -0.077 -0.121 -0.052
H 3.844 5.255 -4.178 -0.102 -0.016 -0.010
H 1.667 5.649 -5.821 -0.022 0.080 -0.053
H 3.141 4.889 -6.446 -0.004 0.059 0.000
H 1.698 3.072 -6.904 -0.062 -0.006 -0.021
H 0.557 3.545 -5.645 -0.016 -0.024 -0.036
H 2.885 1.728 -5.364 -0.094 0.027 0.054
H 1.614 2.080 -4.176 0.060 0.008 -0.080
H -2.199 -1.567 3.078 -0.058 0.014 0.092
H -4.875 -3.410 4.652 0.096 0.148 -0.067
H -4.096 -2.024 3.864 -0.040 -0.103 -0.002
H -2.813 -3.872 5.952 0.010 -0.065 0.062
H -1.993 -2.506 5.191 0.085 0.050 0.045
H -3.383 -2.223 6.245 -0.020 0.085 0.100
```
Forces are in eV/Å.

Gap between HOMO and LUMO   8.45 eV
ΔE to the lowest compared entry with this formula, charge and spin   1.631 eV

---

# 5
Formula: C20H26N5O7
Source: the OMol25 dataset
Level of theory: ωB97M-V/def2-TZVPD

The geometry in XYZ format:
```
58
Properties=species:S:1:pos:R:3:forces:R:3
C 5.518 -3.034 -0.191 1.052 -0.758 1.122
O 5.001 -1.735 -0.571 -0.489 -1.084 -1.120
C 3.804 -1.868 -1.413 -0.164 -0.884 1.524
C 2.545 -1.285 -0.536 1.365 -0.414 -1.348
C 2.342 0.237 -1.020 0.558 -0.535 -0.015
C 0.968 0.933 -0.438 2.383 -0.789 0.945
C 0.520 -0.045 0.785 -4.530 0.100 2.120
N -0.190 -0.505 1.658 4.170 2.350 -4.607
C 1.476 2.352 0.186 0.033 0.625 0.369
C 1.921 2.277 1.727 0.284 0.684 0.861
C 3.247 1.395 1.999 4.071 -0.511 -0.616
O 4.390 1.699 1.524 -5.453 -0.935 1.677
O 3.225 0.187 2.795 -1.003 3.264 -0.938
C -0.163 1.087 -1.571 -1.431 1.161 0.078
C 0.008 2.468 -2.419 1.068 2.945 -1.837
N 0.160 3.501 -3.039 -0.950 -5.835 3.545
C -1.681 1.088 -1.050 -1.329 0.672 -0.467
C -2.220 2.487 -0.466 -1.047 0.630 0.427
C -3.322 2.272 0.728 0.524 0.540 -0.258
C -4.827 2.120 0.185 0.043 0.015 0.167
N -5.245 0.677 0.036 -1.648 -2.442 -1.420
C -6.224 0.317 -1.010 0.933 -4.750 1.782
C -6.409 -1.251 -0.941 2.299 2.820 2.272
C -5.508 -1.794 0.227 -0.110 5.723 -1.107
C -4.833 -0.502 0.781 -1.715 -1.742 -1.792
O -0.096 0.042 -2.621 -0.607 -2.707 2.096
C -0.561 -1.200 -2.136 -2.239 -1.718 0.344
N -1.142 -2.212 -1.802 3.325 5.259 -1.775
H 5.871 -3.679 -1.092 -0.822 1.117 1.236
H 4.804 -3.644 0.498 0.945 1.002 -1.367
H 6.472 -2.850 0.445 -1.606 -0.097 -1.081
H 3.673 -3.012 -1.575 -0.118 2.047 -0.060
H 3.952 -1.313 -2.405 -0.174 -0.756 1.364
H 1.671 -1.989 -0.761 0.944 1.262 0.597
H 2.906 -1.376 0.565 -1.000 0.197 -1.870
H 2.396 0.283 -2.175 -0.461 -0.029 1.845
H 3.290 0.811 -0.666 -1.856 -0.821 -0.421
H 0.694 3.191 0.111 0.983 -1.430 0.151
H 2.400 2.746 -0.399 -1.678 -0.954 0.811
H 1.053 2.028 2.460 1.474 0.010 -1.497
H 2.227 3.362 2.019 -0.323 -1.882 -0.586
H 2.520 0.270 3.480 0.353 -0.372 -0.885
H -2.339 0.865 -1.985 1.253 0.276 1.538
H -1.947 0.275 -0.291 1.021 0.954 -1.101
H -2.754 3.103 -1.297 1.127 -1.063 1.276
H -1.425 3.180 -0.025 -0.829 -1.215 -0.730
H -2.941 1.380 1.336 -0.925 1.217 -0.736
H -3.292 3.192 1.431 -0.031 -1.460 -1.223
H -4.913 2.597 -0.864 0.242 -0.837 1.634
H -5.602 2.689 0.839 1.448 -1.105 -0.836
H -6.744 1.041 -1.732 1.228 -1.115 1.507
H -7.066 -1.904 -1.613 1.101 1.351 1.106
H -5.341 -2.848 0.633 -0.328 1.917 -0.829
H -4.093 -0.429 1.662 -1.430 -0.033 -1.788
N 2.952 -4.414 2.481 -0.112 0.095 0.208
O 2.870 -4.075 3.677 0.001 0.022 0.102
O 2.064 -4.074 1.674 -0.065 0.136 -0.247
O 3.924 -5.091 2.089 0.248 -0.116 -0.148
```
Forces are in eV/Å.

Charge   -1
Gap between HOMO and LUMO   6.36 eV

---

# 6
Formula: C20H26NO11PS2
Source: the OMol25 dataset
Level of theory: ωB97M-V/def2-TZVPD

The geometry in XYZ format:
```
61
Properties=species:S:1:pos:R:3:forces:R:3
C 7.828 -2.932 -0.561 -1.005 0.138 -0.050
C 7.262 -1.621 -0.052 1.561 -0.057 1.580
O 7.714 -1.107 0.929 -0.811 -0.020 -0.676
O 6.161 -1.055 -0.724 0.079 -0.096 -0.706
C 6.470 0.081 -1.419 0.773 1.168 -0.424
O 7.543 0.622 -1.384 -0.476 -0.750 0.113
C 5.379 0.647 -2.331 0.343 0.219 0.161
N 4.280 1.345 -1.609 -0.069 0.587 -0.784
C 3.993 0.916 -0.276 -0.546 -1.571 1.081
O 4.320 1.434 0.752 0.427 0.073 -0.652
C 3.101 -0.313 -0.406 0.619 2.082 -1.017
C 2.803 -1.295 0.476 0.010 -0.159 0.882
C 1.968 -2.299 0.028 0.104 -0.389 0.630
C 1.474 -2.278 -1.253 -0.545 -1.597 -0.899
P 0.380 -3.637 -1.897 -1.021 -0.725 -0.059
O 1.238 -4.117 -3.252 0.194 0.721 0.810
O 0.683 -4.861 -0.807 0.538 0.970 -0.545
C 1.751 -1.252 -2.132 -0.150 0.414 -0.792
C 2.577 -0.259 -1.696 0.127 0.564 0.073
C 3.090 0.994 -2.379 -0.259 -0.471 0.799
O 2.665 1.628 -3.297 0.170 -0.488 0.070
H 8.702 -3.185 0.031 0.095 0.279 -0.139
H 7.085 -3.710 -0.344 0.001 0.057 -0.337
H 8.037 -2.905 -1.631 -0.039 -0.064 0.081
H 5.860 1.384 -2.972 0.175 -0.062 0.206
H 5.007 -0.131 -3.017 -0.117 -0.136 0.452
H 3.212 -1.272 1.479 -0.037 -0.074 -0.001
H 1.712 -3.119 0.688 -0.065 0.038 0.006
H 2.112 -3.706 -3.225 0.169 -0.262 -0.253
H 1.643 -4.885 -0.677 -0.010 -0.433 0.267
H 1.356 -1.218 -3.143 -0.150 -0.128 0.072
O -1.197 -1.218 -0.993 0.015 0.120 0.220
S -1.378 0.035 -0.293 -0.290 0.374 0.004
O -0.799 0.260 1.007 0.212 -0.313 -0.035
C -0.906 1.372 -1.386 -0.012 0.184 -0.291
C -2.188 1.714 -2.137 -0.128 -0.070 0.002
C -3.305 1.694 -1.086 0.106 0.081 -0.022
C -3.128 0.425 -0.250 -0.325 0.033 0.021
H -0.097 1.049 -2.036 0.055 -0.082 0.089
H -0.578 2.206 -0.764 0.015 -0.058 0.057
H -2.113 2.681 -2.633 0.023 -0.017 -0.005
H -2.385 0.957 -2.901 0.057 0.012 -0.010
H -3.217 2.571 -0.442 -0.015 -0.037 0.038
H -4.292 1.726 -1.547 0.000 -0.007 0.027
H -3.437 0.576 0.785 0.316 -0.206 -0.315
H -3.668 -0.418 -0.680 0.153 -0.078 -0.011
O -4.489 2.066 1.819 0.036 0.045 -0.001
S -5.098 1.203 2.800 -0.423 0.051 0.626
O -4.548 -0.086 3.127 0.232 0.030 -0.309
C -5.335 2.144 4.301 -0.175 0.265 0.218
C -6.709 2.785 4.132 -0.045 -0.026 -0.113
C -7.612 1.692 3.546 0.018 0.023 0.077
C -6.840 1.026 2.400 -0.432 0.025 0.013
H -4.531 2.867 4.411 0.101 -0.111 -0.095
H -5.327 1.443 5.135 0.052 -0.049 -0.049
H -7.092 3.162 5.079 0.016 0.006 -0.007
H -6.646 3.624 3.435 0.031 0.010 0.032
H -7.835 0.952 4.318 0.023 0.003 -0.007
H -8.561 2.097 3.197 0.008 -0.022 -0.012
H -7.078 -0.031 2.309 0.161 -0.019 -0.082
H -7.019 1.530 1.451 0.127 0.006 -0.008
```
Forces are in eV/Å.

Gap between HOMO and LUMO   8.75 eV

---

What is the gap between HOMO and LUMO in the second record? 10.10 eV